Entry 1:
Molecular formula: C3H8N2O2
Method: DFT, ωB97M-V/def2-TZVPD

Structure (XYZ):
```
15
Properties=species:S:1:pos:R:3
H -2.22 -3.08 0.95
N -1.52 -2.66 0.14
N -1.31 -1.48 0.26
O -1.78 -0.75 1.34
H -1.15 0.12 1.20
C -0.35 1.96 0.77
C 0.21 1.14 -0.16
O 1.25 0.35 0.09
C 1.61 -0.55 -0.94
H -1.22 2.41 0.57
H 0.02 1.99 1.87
H -0.29 0.97 -1.22
H 0.75 -1.16 -1.06
H 2.52 -1.19 -0.51
H 1.96 0.03 -1.74
```

- ΔE to the lowest compared entry with this formula, charge and spin (kcal/mol) = 131.1
- SMILES = [H]/N=N\O.C=COC
- electronic energy (Ha) = -378.93208
- HOMO (eV) = -9.254
- M (g mol⁻¹) = 104.11

The natural (NBO) scheme yields these atomic charges, measured in e: H 0.284; N -0.340; N 0.097; O -0.590; H 0.511; C -0.566; C 0.169; O -0.515; C -0.254; H 0.208; H 0.220; H 0.188; H 0.208; H 0.199; H 0.181

---

Entry 2:
Molecular formula: C9H5Cl2HgNO4S2
Method: DFT, ωB97M-V/def2-TZVPD

Structure (XYZ):
```
24
Properties=species:S:1:pos:R:3
Hg -0.08 -1.70 3.24
Cl -1.29 -4.36 0.20
C -0.29 -5.00 1.54
Cl 1.32 -4.13 1.63
C -1.01 -4.92 2.85
O -1.40 -6.01 3.30
O -1.20 -3.76 3.40
H -0.07 -6.02 1.29
O -1.97 2.15 -3.34
S -0.84 1.38 -2.92
O 0.03 0.80 -3.90
N -1.32 0.22 -1.84
C -0.86 0.47 -0.66
S -1.22 -0.49 0.73
C 0.03 1.69 -0.56
C 0.70 2.20 0.54
C 1.44 3.36 0.37
C 1.51 3.99 -0.88
C 0.84 3.47 -1.98
C 0.11 2.31 -1.78
H 0.64 1.70 1.50
H 1.98 3.79 1.21
H 2.09 4.90 -0.99
H 0.89 3.96 -2.96
```

- electronic energy (Ha) = -2571.92351
- HOMO (alpha / beta) (eV) = -5.535 / -5.603
- M (g mol⁻¹) = 526.77
- 2S+1 = 2
- total charge = -1

The natural (NBO) scheme yields these atomic charges, measured in e: Hg 0.655; Cl -0.005; C -0.263; Cl -0.080; C 0.710; O -0.645; O -0.839; H 0.234; O -0.937; S 2.301; O -0.935; N -0.732; C 0.113; S -0.292; C -0.027; C -0.202; C -0.209; C -0.208; C -0.186; C -0.337; H 0.239; H 0.210; H 0.209; H 0.226

---

Entry 3:
Molecular formula: C40H33ClN4O7PRbSSe2
Method: DFT, ωB97M-V/def2-TZVPD

Structure (XYZ):
```
90
Properties=species:S:1:pos:R:3
Rb -0.06 1.47 -0.29
Se -1.44 -2.56 -3.41
P -1.88 -3.87 -1.77
Se -1.54 -3.30 0.26
C -1.01 -5.48 -2.07
C -0.75 -6.34 -1.00
C -0.06 -7.53 -1.21
C 0.36 -7.88 -2.49
C 0.10 -7.02 -3.55
C -0.58 -5.83 -3.34
C -3.65 -4.35 -1.97
C -4.05 -5.04 -3.11
C -5.39 -5.34 -3.31
C -6.34 -4.93 -2.38
C -5.94 -4.23 -1.25
C -4.60 -3.95 -1.04
H -1.07 -6.06 -0.01
H 0.14 -8.18 -0.37
H 0.91 -8.80 -2.65
H 0.44 -7.29 -4.55
H -0.75 -5.14 -4.16
H -3.31 -5.33 -3.85
H -5.70 -5.87 -4.20
H -7.39 -5.15 -2.54
H -6.68 -3.91 -0.53
H -4.28 -3.39 -0.17
O 4.95 4.59 -2.31
C 5.10 3.51 -3.03
O 5.81 3.46 -4.01
C 4.36 2.31 -2.53
C 4.45 1.04 -3.05
Cl 5.31 0.52 -4.43
N 3.64 0.22 -2.31
N 3.01 0.94 -1.36
C 3.43 2.18 -1.47
C 2.93 3.24 -0.49
O 3.52 4.36 -0.56
O 2.03 2.93 0.28
C 3.50 -1.19 -2.35
C 2.26 -1.77 -2.10
C 2.13 -3.14 -2.10
C 3.23 -3.96 -2.36
C 4.47 -3.38 -2.58
C 4.61 -2.00 -2.57
H 4.34 4.40 -1.45
H 1.40 -1.15 -1.91
H 1.17 -3.59 -1.91
H 3.11 -5.03 -2.38
H 5.34 -4.00 -2.77
H 5.59 -1.56 -2.70
O -4.47 2.98 -0.50
C -3.37 2.54 -0.15
O -2.26 2.58 -0.74
C -3.37 1.89 1.26
C -4.25 2.40 2.22
C -4.28 1.83 3.48
C -3.46 0.74 3.74
C -2.62 0.30 2.73
N -2.55 0.87 1.53
H -4.88 3.23 1.94
H -4.95 2.21 4.24
H -3.47 0.25 4.70
H -1.95 -0.54 2.89
C 2.92 -3.01 2.76
C 4.17 -2.14 2.53
C 3.84 -1.39 1.22
O 2.43 -1.38 1.15
C 2.02 -2.68 1.56
H 2.42 -2.74 3.70
H 3.15 -4.08 2.80
H 5.08 -2.73 2.42
H 4.32 -1.43 3.34
H 4.25 -1.93 0.36
H 4.18 -0.36 1.20
H 2.19 -3.40 0.75
H 0.96 -2.65 1.79
S 0.88 0.75 5.05
C 0.95 0.61 3.30
N 0.33 1.52 2.65
C -0.27 2.44 3.48
C -1.01 3.54 3.07
C -1.57 4.36 4.03
C -1.39 4.10 5.39
C -0.63 3.02 5.82
C -0.08 2.19 4.86
H 1.49 -0.21 2.84
H -1.13 3.73 2.01
H -2.18 5.20 3.73
H -1.83 4.76 6.13
H -0.48 2.83 6.88
```

- ΔE to the lowest compared entry with this formula, charge and spin (kcal/mol) = 20.5
- electronic energy (Ha) = -8316.74160
- HOMO (eV) = -2.896
- M (g mol⁻¹) = 1023.61
- total charge = -2

The Mulliken scheme yields these atomic charges, measured in e: Rb 0.856; Se -0.438; P 0.489; Se -0.477; C 0.208; C -0.458; C -0.578; C -0.404; C -0.751; C -0.124; C 0.647; C -0.436; C -0.592; C -0.390; C -0.591; C -0.411; H 0.311; H 0.371; H 0.364; H 0.352; H 0.327; H 0.287; H 0.359; H 0.342; H 0.361; H 0.285; O -0.651; C 0.558; O -0.684; C -0.194; C -0.098; Cl -0.157; N 0.567; N -0.343; C 0.376; C 0.534; O -0.828; O -0.478; C 0.071; C -0.142; C -0.369; C -0.350; C -0.885; C -0.324; H 0.478; H 0.442; H 0.186; H 0.490; H 0.328; H 0.485; O -0.773; C 0.162; O -0.658; C 0.405; C -0.357; C -0.399; C -0.662; C -0.472; N 0.054; H 0.482; H 0.384; H 0.415; H 0.482; C -0.509; C -0.682; C -0.458; O -0.060; C -0.237; H 0.222; H 0.424; H 0.362; H 0.227; H 0.099; H 0.440; H 0.298; H -0.053; S -0.372; C -0.247; N 0.406; C -0.357; C -0.522; C -0.651; C -0.452; C -0.517; C 0.757; H 0.258; H 0.479; H 0.409; H 0.362; H 0.390

---

Entry 4:
Molecular formula: C5H10O2
Method: DFT, ωB97M-V/def2-TZVPD

Structure (XYZ):
```
17
Properties=species:S:1:pos:R:3
C -0.76 2.20 0.24
C -0.37 0.78 0.02
C -1.30 -0.39 -0.28
C -0.08 -1.20 -0.79
C 0.76 0.07 -0.60
O 0.73 0.31 0.81
H -1.50 2.53 -0.50
H -1.22 2.28 1.23
H 0.10 2.87 0.21
H -1.96 -0.12 -1.12
H -1.90 -0.79 0.55
H -0.18 -1.59 -1.81
H 0.23 -2.00 -0.12
H 1.62 0.45 -1.15
O 1.98 -2.14 1.32
H 1.47 -1.34 1.53
H 2.38 -1.91 0.47
```

- ΔE to the lowest compared entry with this formula, charge and spin (kcal/mol) = 64.6
- SMILES = C[C@@]12CC[C@@H]1O2.O
- electronic energy (Ha) = -346.92256
- HOMO (eV) = -10.047
- M (g mol⁻¹) = 102.13

The natural (NBO) scheme yields these atomic charges, measured in e: C -0.631; C 0.227; C -0.413; C -0.437; C 0.033; O -0.529; H 0.220; H 0.225; H 0.228; H 0.210; H 0.211; H 0.212; H 0.242; H 0.204; O -0.947; H 0.488; H 0.457